(1)
A 2-piece molecular cluster, C6H11NO5P overall at a distorted geometry, computed with ωB97M-V/def2-TZVPD.

Calculated values
total charge = -1
ΔE to the lowest compared entry with this formula, charge and spin = 2.437 eV
max |F| = 5.0 eV/Å
spin multiplicity = 1
LUMO level = 3.2 eV
molar mass = 208.13 g/mol

CARTESIAN COORDINATES (ANGSTROEM)
C -0.82229 -1.52529 1.46088
C 0.64132 -0.08622 -1.39401
C -0.27885 1.41570 0.36404
C 1.31761 1.17175 -1.98298
C 0.52043 2.53849 -0.28141
C -1.50179 -0.62367 -0.26646
N -0.54668 0.34554 -0.60855
O -0.12564 -3.80613 0.04600
O 0.62056 -1.61173 1.46458
O -1.27987 -0.83230 2.56561
O -0.08111 -4.03254 2.66057
O 1.64660 2.16669 -0.98907
P -0.23313 -3.18937 1.38061
H 0.51908 -0.84306 -2.18099
H 1.40097 -0.59770 -0.58801
H 0.28331 1.01696 1.14492
H -1.37138 1.61894 0.72766
H 2.19015 1.01905 -2.46446
H 0.71504 1.52840 -2.77174
H -0.08843 3.05589 -0.97880
H 0.85322 3.09007 0.48641
H -2.33694 -0.01374 0.05673
H -1.40795 -1.39282 -0.98114
H -0.63426 -0.41292 3.12961

(2)
One molecule with the formula C26H34N5O5P at a distorted geometry, computed with ωB97M-V/def2-TZVPD.

Calculated values
total charge = 0
max |F| = 3.7 eV/Å
spin multiplicity = 1
LUMO level = -0.2 eV
molar mass = 527.56 g/mol
SMILES string = [H]/N=C(\C)C[C@]1([PH2]=O)NC(=O)[C@@](CCC(=O)Nc2ccccc2)(NCC)[C@]1(Cc1ccccc1C)ON=O

CARTESIAN COORDINATES (ANGSTROEM)
H -1.89402 3.88676 1.48948
N -1.68670 3.44273 0.58181
C -0.43029 3.20413 0.56700
C 0.42310 3.66187 1.82385
C 0.34976 2.54059 -0.60998
C 0.11771 0.98106 -0.76933
P 0.32905 0.76927 -2.65326
O 0.18517 -0.65630 -3.11644
N -1.27931 0.48195 -0.62593
C -1.18694 -0.94394 -0.32173
O -1.71091 -1.85834 -0.86466
C -0.12991 -0.94332 0.89935
C -0.88437 -0.29580 2.15316
C -1.95783 -1.24638 2.80951
C -3.34667 -1.27963 2.09814
O -3.64730 -2.32148 1.54394
N -4.31360 -0.18586 2.09276
C -4.58610 0.31023 0.75006
C -4.34522 1.74415 0.49429
C -4.64156 2.30404 -0.83259
C -5.16551 1.51194 -1.93547
C -5.40126 0.08046 -1.68987
C -5.11359 -0.46867 -0.36490
N 0.16838 -2.37279 1.05107
C 0.97452 -2.69057 2.25801
C 1.89497 -3.95643 1.87730
C 0.96550 -0.01948 0.16621
C 1.99306 -0.99213 -0.50616
C 3.16115 -0.30679 -1.27524
C 3.64241 1.05394 -1.08936
C 4.72775 1.62145 -1.89902
C 5.36917 0.79292 -2.92706
C 4.92940 -0.60376 -3.10901
C 3.84151 -1.13635 -2.30334
C 3.40716 -2.62936 -2.53406
O 1.47841 0.84008 1.23170
N 2.64256 0.37484 1.78033
O 2.69402 0.66379 2.92749
H 0.56259 4.78345 1.76558
H 1.46578 3.24017 1.80752
H -0.08886 3.45784 2.79574
H 1.42134 2.83748 -0.52861
H -0.03920 3.01891 -1.56069
H -0.71976 1.52368 -3.28436
H 1.61471 1.32173 -2.96932
H -1.91097 1.06126 -0.06929
H -0.07858 -0.15076 2.93373
H -1.29118 0.72472 1.94545
H -1.63628 -2.30413 2.94163
H -2.14068 -0.84355 3.85151
H -5.19892 -0.54627 2.46020
H -3.97397 2.37646 1.33210
H -4.48026 3.39478 -1.02031
H -5.38288 1.92000 -2.95370
H -5.80349 -0.61361 -2.46913
H -5.32394 -1.55422 -0.21803
H -0.68329 -2.93374 1.13810
H 0.37910 -3.01681 3.15040
H 1.68456 -1.88292 2.55882
H 1.64382 -4.85655 2.50164
H 1.64488 -4.24942 0.81642
H 2.98390 -3.69940 1.88221
H 2.47099 -1.68713 0.24443
H 1.39090 -1.67125 -1.17529
H 3.19318 1.71064 -0.31445
H 5.07587 2.67554 -1.77597
H 6.19334 1.22367 -3.54635
H 5.44513 -1.22869 -3.87061
H 4.34054 -3.17943 -2.84767
H 2.57325 -2.74175 -3.26740
H 3.14668 -3.06479 -1.52601

(3)
C3H6O4Tb as an isolated structure at a distorted geometry, computed with ωB97M-V/def2-TZVPD.

Calculated values
total charge = +3
max |F| = 4.3 eV/Å
spin multiplicity = 7
LUMO level (spin up / spin down) = -16.2 / -17.0 eV
molar mass = 265.00 g/mol

CARTESIAN COORDINATES (ANGSTROEM)
O 0.50181 1.55892 1.22463
C 0.39571 0.27779 1.00526
C 1.82561 1.99746 0.85562
O -2.11909 -0.40094 -0.17246
O 1.44490 -0.24426 0.38062
C 2.39394 0.80256 0.07717
Tb -1.08579 -2.38855 -0.07644
H 2.38004 2.21249 1.77511
H 1.72431 2.89785 0.24462
H 3.37142 0.47532 0.44069
H 2.38326 0.92814 -1.00972
O -0.37497 -0.47601 1.64950
H -2.99666 -0.20456 -0.52053
H -2.10338 0.21472 0.76487